Model a:
Entry from OMol25: a cluster of 2 separate species, C3H7INO in total (ωB97M-V/def2-TZVPD).

Bonds (Å) are listed after each position.
Atoms and positions in Å:
1 C -2.027 0.391 -0.066  O5 1.167, I6 2.032
2 C 1.523 0.229 0.701  N4 1.483, H7 1.067, H8 1.153, H9 1.027
3 C -0.365 -0.934 -0.457  N4 1.522, H10 1.085, H11 1.216
4 N 0.647 0.202 -0.496  C2 1.483, C3 1.522, H12 1.068, H13 1.017
5 O -1.618 1.484 -0.091  C1 1.167
6 I -3.916 -0.346 0.064  C1 2.032
7 H 2.306 -0.478 0.856  C2 1.067
8 H 2.266 1.108 0.747  C2 1.153
9 H 1.105 0.166 1.636  C2 1.027
10 H -0.726 -1.281 -1.420  C3 1.085
11 H -0.374 -1.780 0.417  C3 1.216
12 H 0.048 1.086 -0.501  N4 1.068
13 H 1.132 0.154 -1.389  N4 1.017

HOMO: -0.5015 Eh
frontier orbital gap: 9.31 eV
total charge: +1



Model b:
Entry from OMol25: the ion C3H7INO with charge +1 (ωB97M-V/def2-TZVPD).

Bonds (Å) are listed after each position.
Atoms and positions in Å:
1 C 0.443 0.213 0.702  C3 1.456, O5 1.480, H7 1.200, H8 1.122
2 C 0.780 2.046 -0.682  O5 1.295, H9 1.162, H10 1.114
3 C -0.502 -0.232 -0.312  C1 1.456, N4 1.651, I6 2.175
4 N -0.500 -1.865 -0.069  C3 1.651, H11 1.047, H12 0.973, H13 1.049
5 O 1.322 1.310 0.235  C1 1.480, C2 1.295
6 I -2.635 0.170 -0.178  C3 2.175
7 H 0.106 0.547 1.805  C1 1.200
8 H 1.260 -0.513 0.954  C1 1.122
9 H 1.427 2.988 -0.892  C2 1.162
10 H -0.209 1.990 -1.192  C2 1.114
11 H -1.473 -2.248 -0.137  N4 1.047
12 H 0.083 -2.069 0.682  N4 0.973
13 H -0.102 -2.337 -0.918  N4 1.049

HOMO (spin up / spin down): -0.4422 / -0.4422 Eh
frontier orbital gap (spin up / spin down): 6.45 / 6.45 eV
total charge: +1



Model c:
Entry from OMol25: a cluster of 2 separate species, C3H7INO in total (ωB97M-V/def2-TZVPD).

Bonds (Å) are listed after each position.
Atoms and positions in Å:
1 C -0.449 -0.859 1.466  C2 1.403, O5 1.510, H7 1.113, H8 1.109
2 C -0.005 0.468 1.370  C1 1.403, O5 1.347, H9 1.083
3 C -0.346 0.840 -0.816  N4 1.570, I6 2.160, H10 1.091
4 N 0.774 -0.112 -1.368  C3 1.570, H11 1.032, H12 1.013, H13 1.119
5 O 0.970 -0.439 1.166  C1 1.510, C2 1.347
6 I -2.260 0.610 -1.791  C3 2.160
7 H -0.514 -1.393 2.440  C1 1.113
8 H -1.137 -1.281 0.707  C1 1.109
9 H 0.081 1.367 1.968  C2 1.083
10 H 0.129 1.816 -0.928  C3 1.091
11 H 0.290 -0.936 -1.756  N4 1.032
12 H 1.324 0.303 -2.110  N4 1.013
13 H 1.143 -0.385 -0.348  N4 1.119

HOMO: -0.4928 Eh
frontier orbital gap: 9.06 eV
total charge: +1



Model d:
Entry from OMol25: the ion C3H7INO with charge +1 (ωB97M-V/def2-TZVPD).

Bonds (Å) are listed after each position.
Atoms and positions in Å:
1 C -0.257 -1.301 -0.391  C2 1.497, C3 1.517, H7 1.078, H8 1.079
2 C -0.934 -0.049 -0.855  C1 1.497, C3 1.501, H9 1.080, H10 1.080
3 C 0.320 0.056 -0.036  C1 1.517, C2 1.501, N4 1.546, O5 1.310
4 N 0.111 0.508 1.428  C3 1.546, H11 1.030, H12 1.031, H13 1.027
5 O 1.531 0.375 -0.422  C3 1.310, I6 2.266
6 I 2.060 1.903 -2.009  O5 2.266
7 H -0.705 -1.906 0.382  C1 1.078
8 H 0.319 -1.860 -1.112  C1 1.079
9 H -0.861 0.229 -1.897  C2 1.080
10 H -1.867 0.229 -0.390  C2 1.080
11 H 0.791 1.257 1.620  N4 1.030
12 H 0.334 -0.277 2.059  N4 1.031
13 H -0.842 0.836 1.623  N4 1.027

HOMO: -0.5080 Eh
frontier orbital gap: 7.66 eV
total charge: +1



Among the structures shown above, model d is the most stable, with the second-best lying 0.636 eV higher.